No. 1
DFT (the ωB97M-V functional and the def2-TZVPD basis) results for 9 unconnected molecules or ions with the total composition C36H81F3O18 in a non-equilibrium geometry.

Values from the calculation:
Total charge: 0
SMILES string: CCOC(=O)C(F)(F)F.O=C1CCCO1.COCCOC.COCCOC.COCCOC.COCCOC.COCCOC.COCCOC.COCCOC
Kohn-Sham gap in hartree: 0.357
LUMO level in Ha: 0.0153
HOMO energy in eV: -9.3
Multiplicity: 1

CARTESIAN COORDINATES (ANGSTROEM)
C (-2.1694, 1.5536, -2.5100)
C (-3.5532, 1.8916, -3.0476)
O (-3.5668, 1.6097, -4.4453)
C (-3.8622, 0.3727, -4.8499)
O (-4.2780, -0.4836, -4.1212)
C (-3.5697, 0.0750, -6.3329)
F (-2.7342, -0.9382, -6.5066)
F (-4.7386, -0.2804, -6.8897)
F (-3.0598, 1.1474, -6.9386)
H (-1.9428, 0.5163, -2.7621)
H (-1.9521, 1.7201, -1.4601)
H (-1.5120, 2.1680, -3.1284)
H (-3.7457, 2.9707, -3.0290)
H (-4.4200, 1.6280, -2.4353)
O (-0.3345, -1.4750, 5.9078)
C (0.3402, -0.5100, 6.1604)
C (1.2319, -0.3032, 7.3562)
C (1.7094, 1.1383, 7.1420)
C (1.5808, 1.3265, 5.6656)
O (0.4359, 0.5242, 5.3085)
H (0.7090, -0.5019, 8.2859)
H (2.1236, -0.9244, 7.2480)
H (1.1764, 1.8347, 7.7940)
H (2.7326, 1.2264, 7.5186)
H (1.3551, 2.3675, 5.4332)
H (2.5010, 1.0839, 5.1314)
C (4.7335, 1.3310, -5.1308)
O (3.7308, 1.8670, -4.2905)
C (4.1535, 3.0025, -3.5291)
C (4.3038, 4.2611, -4.3331)
O (3.0973, 4.8977, -4.6588)
C (2.2256, 5.3110, -3.6235)
H (5.6012, 1.0277, -4.5368)
H (5.1150, 2.0516, -5.8631)
H (4.2924, 0.5150, -5.6955)
H (5.0070, 2.7125, -2.9040)
H (3.3570, 3.0591, -2.7791)
H (4.7833, 4.0091, -5.2789)
H (4.9538, 4.9626, -3.7921)
H (1.4489, 5.8204, -4.1867)
H (2.7166, 5.9998, -2.9261)
H (1.8429, 4.4725, -3.0345)
C (0.0617, -4.0048, -1.3838)
O (-1.0119, -4.8841, -1.4467)
C (-2.0454, -4.5506, -0.5467)
C (-2.8657, -5.7921, -0.2343)
O (-4.0456, -5.3447, 0.4020)
C (-4.9679, -6.3832, 0.6804)
H (0.7892, -4.1855, -2.1820)
H (0.6834, -4.0457, -0.4797)
H (-0.2949, -2.9816, -1.5607)
H (-2.6506, -3.7641, -1.0032)
H (-1.6928, -4.2429, 0.4422)
H (-2.3325, -6.4560, 0.4656)
H (-3.0186, -6.5145, -1.0473)
H (-5.9743, -5.9590, 0.6955)
H (-4.8846, -6.6393, 1.7483)
H (-4.8004, -7.2508, 0.0481)
C (2.8733, -1.8544, 3.2983)
O (3.7772, -2.9275, 3.5564)
C (4.6823, -2.5768, 4.5793)
C (5.7130, -1.4869, 4.3743)
O (5.0953, -0.2149, 4.4729)
C (5.9717, 0.8307, 4.1097)
H (2.2426, -2.0132, 2.4210)
H (3.3817, -0.9178, 3.0866)
H (2.1847, -1.8149, 4.1464)
H (5.1901, -3.5110, 4.8465)
H (4.1004, -2.4066, 5.5002)
H (6.3017, -1.6121, 3.4568)
H (6.4834, -1.6308, 5.1454)
H (6.2282, 0.7979, 3.0418)
H (6.9392, 0.8093, 4.6205)
H (5.4230, 1.7535, 4.2874)
C (-0.5577, -0.3860, -8.1287)
O (0.5408, 0.1831, -8.8106)
C (0.5075, 1.5507, -9.0109)
C (0.7404, 2.3966, -7.7773)
O (-0.2556, 2.2361, -6.7819)
C (0.0875, 2.9329, -5.6081)
H (-0.7625, -1.4227, -8.4009)
H (-1.4697, 0.1962, -8.2714)
H (-0.2880, -0.4360, -7.0682)
H (-0.3857, 1.9274, -9.5336)
H (1.2523, 1.8542, -9.7536)
H (0.7747, 3.4660, -8.0483)
H (1.7366, 2.3146, -7.3194)
H (1.1266, 2.7388, -5.3100)
H (-0.6112, 2.6446, -4.8272)
H (0.0651, 4.0128, -5.8130)
C (2.9414, 2.2001, 1.4019)
O (2.3120, 2.7804, 2.5330)
C (1.4292, 3.8383, 2.1636)
C (0.1860, 3.3879, 1.3575)
O (-0.5449, 4.5527, 1.0394)
C (-1.4717, 4.4629, -0.0422)
H (3.2703, 3.0258, 0.7594)
H (2.2757, 1.5668, 0.8103)
H (3.7658, 1.5688, 1.7297)
H (2.0364, 4.5285, 1.5754)
H (1.0468, 4.2960, 3.0735)
H (-0.4933, 2.6805, 1.8367)
H (0.6074, 2.9558, 0.4413)
H (-2.4110, 4.1697, 0.4430)
H (-1.1425, 3.6899, -0.7353)
H (-1.6339, 5.4609, -0.4392)
C (-6.3135, -0.9396, 4.5005)
O (-5.8264, -1.9663, 5.3260)
C (-4.8776, -2.8030, 4.6934)
C (-4.4538, -3.9029, 5.7014)
O (-5.3144, -4.9954, 5.8745)
C (-6.4610, -4.6250, 6.6311)
H (-6.8777, -0.2725, 5.1541)
H (-7.0230, -1.3486, 3.7688)
H (-5.5763, -0.3409, 3.9569)
H (-3.9173, -2.3011, 4.5221)
H (-5.3251, -3.1917, 3.7726)
H (-4.0963, -3.2857, 6.5349)
H (-3.5376, -4.3143, 5.2705)
H (-7.1447, -3.9680, 6.0890)
H (-6.1645, -4.1885, 7.5846)
H (-7.0618, -5.5237, 6.7875)
C (-1.0032, -1.5340, 2.5760)
O (-0.5069, -1.4589, 1.2525)
C (0.1383, -0.2156, 0.9347)
C (0.6832, -0.4941, -0.4538)
O (0.9645, 0.7612, -1.0834)
C (1.6861, 0.6026, -2.2734)
H (-1.6928, -0.6862, 2.6678)
H (-0.2170, -1.4263, 3.3287)
H (-1.5040, -2.4597, 2.8507)
H (0.9530, 0.0506, 1.6115)
H (-0.6956, 0.4902, 0.9373)
H (-0.0994, -0.9529, -1.0569)
H (1.5637, -1.1340, -0.3684)
H (2.7627, 0.7802, -2.2078)
H (1.3574, 1.3386, -3.0157)
H (1.5490, -0.3327, -2.8265)

Atoms 1-2, force components in eV/Å:
-0.1 -0.1 -1.0
-0.4 1.7 1.3

No. 2
DFT (the ωB97M-V functional and the def2-TZVPD basis) results for a molecular structure, C35H33N2O3RuS3SbSe4 in a non-equilibrium geometry.

Values from the calculation:
Total charge: -1
ΔE to the lowest compared entry with this formula, charge and spin in kJ/mol: 329.71
Kohn-Sham gap (alpha / beta) in hartree: 0.173 / 0.176
LUMO level (alpha / beta) in Ha: 0.0539 / 0.0569
HOMO energy (alpha / beta) in eV: -3.2 / -3.2
Multiplicity: 2

CARTESIAN COORDINATES (ANGSTROEM)
Ru (-0.5300, -0.5044, 0.3294)
S (-1.8221, 1.5141, -3.5601)
C (-1.6911, 2.8594, -2.4582)
C (-1.9417, 4.1998, -2.6901)
C (-1.7918, 5.0891, -1.6359)
C (-1.3841, 4.6346, -0.3831)
C (-1.1045, 3.3003, -0.1580)
C (-1.2666, 2.3896, -1.2025)
N (-1.0602, 1.0399, -1.1376)
C (-1.3350, 0.4221, -2.2670)
C (-1.3100, -1.0008, -2.3792)
C (-1.6227, -1.6772, -3.5693)
C (-1.6640, -3.0536, -3.5901)
C (-1.3917, -3.7793, -2.4322)
C (-1.0548, -3.1231, -1.2509)
C (-0.9969, -1.7364, -1.2035)
H (-2.2564, 4.5435, -3.6672)
H (-2.0068, 6.1388, -1.7886)
H (-1.2726, 5.3395, 0.4320)
H (-0.7706, 2.9424, 0.8078)
H (-1.8409, -1.1022, -4.4648)
H (-1.9171, -3.5711, -4.5074)
H (-1.4400, -4.8610, -2.4365)
H (-0.8571, -3.7134, -0.3647)
O (1.5124, 0.0029, 1.7993)
S (2.3336, -0.6060, 2.8941)
C (4.0959, -0.5926, 2.3267)
C (4.2458, -0.8130, 0.8262)
C (4.2570, 0.4813, 0.0196)
C (4.1610, 0.2222, -1.4795)
S (2.4012, 0.0633, -2.0606)
O (1.6070, -0.3764, -0.8819)
C (2.1883, 1.8309, -2.2782)
C (1.9892, 2.6890, -1.2106)
C (1.9032, 4.0515, -1.4503)
C (1.9908, 4.5448, -2.7441)
C (2.1592, 3.6727, -3.8120)
C (2.2631, 2.3121, -3.5808)
C (2.2620, -2.3986, 2.7997)
C (2.3967, -3.0676, 4.0046)
C (2.3479, -4.4539, 4.0213)
C (2.1895, -5.1500, 2.8343)
C (2.0578, -4.4687, 1.6301)
C (2.0774, -3.0850, 1.6060)
H (4.5493, -1.4030, 2.8956)
H (4.5274, 0.3567, 2.6542)
H (3.4293, -1.4397, 0.4696)
H (5.1737, -1.3589, 0.6326)
H (5.1766, 1.0331, 0.2346)
H (3.4237, 1.1086, 0.3372)
H (4.6587, -0.7071, -1.7631)
H (4.5750, 1.0402, -2.0687)
H (1.8760, 2.2924, -0.2078)
H (1.7573, 4.7305, -0.6217)
H (1.9122, 5.6086, -2.9273)
H (2.2138, 4.0569, -4.8227)
H (2.4022, 1.6131, -4.3977)
H (2.4855, -2.5083, 4.9271)
H (2.3731, -4.9767, 4.9661)
H (2.1161, -6.2277, 2.8468)
H (1.8951, -5.0227, 0.7149)
H (1.9061, -2.5477, 0.6813)
O (-1.4314, 1.4787, 2.1338)
C (-2.8106, 1.7303, 2.3163)
C (-3.7050, 0.9229, 1.3914)
C (-5.0791, 1.1346, 1.4573)
C (-5.9183, 0.3552, 0.6866)
C (-5.3676, -0.6184, -0.1297)
C (-3.9939, -0.7555, -0.1457)
N (-3.1759, 0.0051, 0.5840)
H (-0.9927, 1.4057, 2.9856)
H (-2.9955, 2.7972, 2.1342)
H (-3.1192, 1.4968, 3.3388)
H (-5.4755, 1.8899, 2.1245)
H (-6.9912, 0.4864, 0.7420)
H (-5.9815, -1.2829, -0.7214)
H (-3.5180, -1.5305, -0.7334)
Se (-1.4522, -3.0819, 5.7844)
Sb (-2.3856, -3.3256, 3.5378)
Se (-1.2098, -1.7883, 1.8884)
Se (-2.2757, -5.6491, 2.8035)
Se (-4.6830, -2.4681, 3.5842)

Atoms 1-2, force components in eV/Å:
0.5 1.1 -2.7
0.1 -0.1 0.3

No. 3
DFT (the ωB97M-V functional and the def2-TZVPD basis) results for a molecular structure, C25H43MoN2OS5Si3 in a non-equilibrium geometry.

Values from the calculation:
Total charge: +1
ΔE to the lowest compared entry with this formula, charge and spin in kJ/mol: 0.00
Kohn-Sham gap in hartree: 0.220
LUMO level in Ha: -0.1625
HOMO energy in eV: -10.4
Multiplicity: 1

CARTESIAN COORDINATES (ANGSTROEM)
Mo (-0.7476, -1.2536, -0.1665)
C (-0.0450, -5.8099, -1.1908)
Si (-1.4489, -4.5558, -1.1708)
C (-2.5096, -4.6564, -2.7250)
C (-2.4705, -4.6602, 0.4087)
N (-0.6723, -2.9524, -1.0543)
C (0.3452, -2.4400, -1.8210)
C (0.5102, -2.6407, -3.2102)
C (1.5617, -2.0684, -3.8717)
C (2.4918, -1.2626, -3.1876)
C (2.3561, -1.0236, -1.8470)
C (1.2905, -1.6000, -1.1219)
N (1.1065, -1.4515, 0.2580)
Si (2.2872, -2.1239, 1.4216)
C (3.5686, -0.8352, 1.9145)
C (3.0175, -3.6178, 0.5381)
C (1.2067, -2.5943, 2.8877)
H (-0.4652, -6.8078, -1.3304)
H (0.5090, -5.8097, -0.2513)
H (0.6581, -5.6267, -2.0056)
H (-3.2789, -5.4192, -2.5936)
H (-1.9220, -4.9363, -3.6010)
H (-3.0106, -3.7101, -2.9361)
H (-2.3757, -5.6441, 0.8710)
H (-3.5316, -4.4968, 0.2149)
H (-2.1565, -3.9173, 1.1428)
H (-0.1995, -3.2700, -3.7315)
H (1.6757, -2.2319, -4.9346)
H (3.3229, -0.8312, -3.7287)
H (3.0870, -0.4255, -1.3188)
H (4.0622, -0.3625, 1.0639)
H (4.3461, -1.3104, 2.5167)
H (3.1217, -0.0537, 2.5301)
H (3.8017, -3.3368, -0.1669)
H (2.2430, -4.1480, -0.0192)
H (3.4529, -4.3171, 1.2534)
H (0.9407, -1.7199, 3.4852)
H (1.7305, -3.2893, 3.5462)
H (0.2844, -3.0737, 2.5560)
S (-6.5198, 3.1129, 1.1385)
C (-5.2987, 2.1784, 0.6328)
S (-3.7402, 2.8392, 0.1707)
C (-2.9346, 1.3227, -0.1141)
C (-3.6969, 0.2118, -0.0048)
S (-3.1403, -1.3925, -0.3856)
S (-5.3626, 0.4386, 0.4753)
S (-1.2654, 1.2153, -0.6810)
C (1.7310, 1.9666, -0.2671)
Si (0.1350, 2.8638, 0.1894)
C (-0.0817, 4.3525, -1.0006)
C (-1.2592, 5.2679, -0.6486)
C (-0.2662, 3.8482, -2.4389)
C (1.2154, 5.1757, -0.9240)
C (0.0227, 2.9833, 2.0975)
C (0.6539, 1.7170, 2.6934)
C (-1.3956, 3.1429, 2.6527)
C (0.8623, 4.1962, 2.5331)
H (2.5980, 2.4692, 0.1677)
H (1.8763, 1.9409, -1.3482)
H (1.7199, 0.9425, 0.1032)
H (-2.2077, 4.7395, -0.6899)
H (-1.3056, 6.0871, -1.3698)
H (-1.1475, 5.7042, 0.3463)
H (-1.2135, 3.3237, -2.5588)
H (0.5379, 3.1752, -2.7437)
H (-0.2650, 4.7009, -3.1213)
H (1.3982, 5.5437, 0.0874)
H (1.1305, 6.0402, -1.5855)
H (2.0839, 4.5938, -1.2380)
H (1.7269, 1.6884, 2.4996)
H (0.5043, 1.7133, 3.7756)
H (0.2089, 0.8089, 2.2866)
H (-1.9776, 2.2296, 2.5190)
H (-1.9266, 3.9716, 2.1859)
H (-1.3392, 3.3449, 3.7254)
H (1.8821, 4.1442, 2.1434)
H (0.9177, 4.2201, 3.6237)
H (0.4133, 5.1336, 2.1996)
O (-1.9460, -0.7822, 2.6383)
C (-1.4723, -0.8895, 1.6104)

Atoms 1-2, force components in eV/Å:
-0.4 1.5 -2.0
-0.3 0.3 0.0

| no. | M (g mol⁻¹) | energy (Ha) |
| --- | --- | --- |
| 1 | 859.0 | -3073.8076 |
| 2 | 1164.5 | -12824.1623 |
| 3 | 728.2 | -4090.7454 |